Record 1
46
Properties=species:S:1:pos:R:3 method="wB97M-V/def2-TZVPD" lumo_ev=-1.5 e_tot_ev=-54108.2310 orbital_gap_ev=6.94 relative_energy_kcal_mol=0.0
C 3.05 3.60 0.92
C 4.16 2.62 0.50
H 2.72 4.21 0.07
H 3.42 4.29 1.68
H 2.16 3.11 1.35
H 3.85 1.87 -0.23
H 4.97 3.22 0.05
H 4.59 2.13 1.39
C -2.82 0.99 -0.71
C -4.03 0.91 -1.42
C -4.21 -0.16 -2.29
C -3.17 -1.09 -2.39
H -2.63 1.80 -0.01
H -4.76 1.69 -1.27
H -5.12 -0.28 -2.88
H -3.27 -1.96 -3.02
N -1.80 0.16 -0.86
C -1.97 -0.89 -1.68
C -0.83 -1.82 -1.77
N 0.33 -1.46 -1.16
C 1.30 -2.39 -1.10
C 0.09 -3.94 -2.50
C 1.24 -3.60 -1.79
H 2.15 -2.15 -0.47
H 2.10 -4.27 -1.74
C -0.97 -3.04 -2.45
H -1.92 -3.26 -2.93
H 0.00 -4.87 -3.06
Cd 1.07 0.51 0.43
I -0.16 3.08 0.26
O -0.45 -2.93 1.21
C -0.15 -2.19 2.14
N 0.17 -0.86 2.05
S 0.25 -0.02 3.49
O 1.57 0.59 3.57
O -0.93 0.75 3.77
C 0.14 -1.57 4.42
C 0.26 -1.72 5.80
C 0.19 -3.01 6.35
C -0.02 -4.11 5.50
C -0.18 -3.91 4.13
C -0.08 -2.62 3.58
H 0.41 -0.83 6.43
H 0.31 -3.15 7.43
H -0.06 -5.10 5.94
H -0.37 -4.74 3.48

---

Record 2
57
Properties=species:S:1:pos:R:3 method="wB97M-V/def2-TZVPD" lumo_ev="-2.1 / -2.8" s2=16.0286 e_tot_ev=-125985.8711 multiplicity=8 orbital_gap_ev="4.92 / 4.10"
Gd 0.07 -1.42 -0.60
Cl 5.64 -2.46 4.13
C 4.17 -1.81 3.50
C 3.02 -1.99 4.28
C 1.81 -1.67 3.73
Cl 0.39 -1.84 4.65
C 1.68 -1.29 2.29
O 0.53 -1.26 1.69
C 2.94 -1.11 1.62
C 3.00 -0.69 0.27
O 2.01 -0.20 -0.37
C 4.21 -1.42 2.18
H 3.22 -2.21 5.30
H 3.98 -0.65 -0.15
H 5.02 -1.43 1.49
N -0.90 -3.24 -4.41
C -0.98 -2.14 -3.69
O -0.11 -1.70 -2.89
C -2.19 -1.22 -3.76
I -1.67 1.53 -1.02
H -0.39 -4.01 -3.92
H -1.80 -3.53 -4.88
H -2.86 -1.50 -4.57
H -1.83 -0.19 -3.81
F -3.06 -2.90 -2.24
C -3.05 -1.47 -2.48
C -2.48 -1.02 -1.18
C -3.32 -0.96 -0.09
F -2.78 -0.89 1.20
C -4.64 -0.53 -0.31
F -5.52 -0.46 0.65
C -5.15 -0.49 -1.62
F -6.35 0.09 -1.85
C -4.48 -1.04 -2.67
F -4.96 -0.96 -3.95
N 1.12 5.32 0.68
C 1.47 4.18 -0.25
C 1.71 3.01 0.64
N 0.63 2.70 1.56
C 0.14 3.74 2.37
C -0.03 5.12 1.64
H 0.95 6.13 0.10
H 1.98 5.52 1.27
H 2.43 4.47 -0.71
H 0.59 3.91 -0.85
H 2.58 3.03 1.20
H 1.81 2.11 0.04
H -0.05 2.08 1.09
H 0.89 4.00 3.16
H -0.79 3.47 2.81
H 0.05 5.93 2.35
H -0.98 5.13 1.12
O -0.80 -3.61 -0.64
S 0.49 -4.34 -0.89
O 1.53 -3.24 -1.09
O 0.72 -5.14 0.33
S 0.40 -5.44 -2.46

---

Record 3
49
Properties=species:S:1:pos:R:3 method="wB97M-V/def2-TZVPD" lumo_ev=0.4 e_tot_ev=-76106.2221 orbital_gap_ev=9.32
O -0.01 -1.39 2.29
C 0.58 -0.60 1.61
O 1.01 -0.93 0.36
C 2.20 -0.31 -0.11
C 1.95 0.91 -1.01
O 1.16 1.91 -0.42
C -0.21 1.75 -0.52
C -0.86 1.38 -1.69
C -2.24 1.28 -1.69
C -2.99 1.55 -0.56
C -2.33 1.93 0.61
C -0.95 2.03 0.62
P 3.41 0.13 1.25
O 3.17 1.47 1.84
C 2.89 -1.41 -0.98
F 3.73 -2.11 -0.13
F 3.71 -0.84 -1.90
C 1.95 -2.40 -1.63
C 1.89 -3.71 -1.19
C 1.00 -4.60 -1.76
C 0.14 -4.20 -2.78
C 0.23 -2.89 -3.24
C -0.66 -2.40 -4.35
F -1.59 -3.31 -4.69
F 0.06 -2.15 -5.46
F -1.30 -1.26 -4.02
C 1.12 -2.00 -2.67
H 0.76 0.43 1.95
H 1.57 0.59 -1.98
H 2.92 1.36 -1.20
H -0.30 1.18 -2.59
H -2.77 1.00 -2.60
H -4.07 1.49 -0.56
H -2.92 2.15 1.50
H -0.42 2.35 1.51
H 3.30 -0.92 2.18
H 4.68 0.05 0.66
H 2.55 -4.04 -0.39
H 0.96 -5.61 -1.40
H -0.56 -4.90 -3.19
H 1.15 -1.00 -3.07
Cl -2.27 3.54 3.21
C -2.68 4.12 4.84
C -3.19 3.00 5.72
Cl -4.79 2.41 5.18
H -3.41 4.92 4.75
H -1.77 4.53 5.28
H -3.31 3.36 6.74
H -2.51 2.16 5.72

---

Record 4
44
Properties=species:S:1:pos:R:3 method="wB97M-V/def2-TZVPD" lumo_ev=-0.5 e_tot_ev=-44244.9762 orbital_gap_ev=7.23 relative_energy_kcal_mol=23.2
C 1.88 -1.50 -6.41
O 0.59 -1.00 -6.17
C 0.27 -0.64 -4.89
C -1.02 -0.15 -4.70
C -1.44 0.24 -3.44
C -0.58 0.15 -2.35
O -0.90 0.50 -1.06
C -2.16 1.06 -0.80
C 0.72 -0.34 -2.55
N 1.54 -0.40 -1.42
C 2.80 -0.86 -1.29
O 3.49 -1.31 -2.18
C 3.34 -0.75 0.14
O 2.34 -0.90 1.13
C 1.82 0.22 1.67
O 2.17 1.33 1.36
C 0.78 -0.11 2.65
C 0.10 0.87 3.28
C -0.95 0.72 4.26
C -1.42 -0.52 4.69
C -2.43 -0.61 5.63
C -2.98 0.55 6.15
Cl -4.24 0.44 7.33
C -2.53 1.80 5.74
C -1.53 1.88 4.80
C 1.14 -0.73 -3.81
H 2.65 -0.76 -6.18
H 1.91 -1.72 -7.48
H 2.07 -2.42 -5.85
H -1.68 -0.08 -5.54
H -2.44 0.62 -3.32
H -2.31 1.98 -1.37
H -2.18 1.28 0.26
H -2.96 0.35 -1.04
H 1.08 -0.03 -0.60
H 3.82 0.23 0.25
H 4.07 -1.54 0.30
H 0.60 -1.16 2.81
H 0.38 1.89 3.02
H -1.00 -1.43 4.28
H -2.79 -1.57 5.95
H -2.97 2.69 6.16
H -1.18 2.85 4.48
H 2.15 -1.10 -3.91